{"formula": "C30H90N6O12", "method": "ωB97M-V with the def2-TZVPD basis set", "total_energy_ev": -66071.3053, "smiles": "COC[C@H](C)N.COC[C@H](C)N.COC[C@H](C)N.COC[C@H](C)N.COC[C@H](C)N.COC[C@H](C)N.CCO.CCO.CCO.O.O.O", "e_homo_ha": -0.335, "relative_energy_kj_mol": 443.8, "gap_ev": 9.3, "symbols": ["C", "O", "C", "C", "C", "N", "H", "H", "H", "H", "H", "H", "H", "H", "H", "H", "H", "C", "O", "C", "C", "C", "N", "H", "H", "H", "H", "H", "H", "H", "H", "H", "H", "H", "C", "O", "C", "C", "C", "N", "H", "H", "H", "H", "H", "H", "H", "H", "H", "H", "H", "C", "O", "C", "C", "C", "N", "H", "H", "H", "H", "H", "H", "H", "H", "H", "H", "H", "C", "O", "C", "C", "C", "N", "H", "H", "H", "H", "H", "H", "H", "H", "H", "H", "H", "C", "O", "C", "C", "C", "N", "H", "H", "H", "H", "H", "H", "H", "H", "H", "H", "H", "C", "C", "O", "H", "H", "H", "H", "H", "H", "C", "C", "O", "H", "H", "H", "H", "H", "H", "C", "C", "O", "H", "H", "H", "H", "H", "H", "O", "H", "H", "O", "H", "H", "O", "H", "H"], "coordinates": [[-3.331, 4.863, -0.259], [-4.301, 5.923, -0.257], [-4.064, 6.989, 0.700], [-5.294, 7.546, 1.385], [-6.122, 8.464, 0.517], [-4.997, 8.229, 2.631], [-3.533, 4.095, -1.006], [-3.221, 4.332, 0.686], [-2.388, 5.301, -0.586], [-3.341, 6.791, 1.491], [-3.587, 7.848, 0.230], [-5.910, 6.693, 1.672], [-5.585, 9.134, -0.154], [-6.817, 9.096, 1.069], [-6.886, 7.917, -0.037], [-4.208, 8.794, 2.352], [-5.753, 8.898, 2.671], [5.140, -10.800, -1.458], [4.666, -9.442, -1.395], [4.510, -8.837, -2.678], [5.775, -8.427, -3.500], [6.521, -7.274, -2.767], [5.372, -8.080, -4.832], [6.214, -10.740, -1.636], [4.696, -11.408, -2.247], [5.110, -11.192, -0.442], [4.000, -9.593, -3.274], [3.755, -8.074, -2.484], [6.495, -9.245, -3.534], [7.293, -6.814, -3.384], [7.301, -7.618, -2.088], [5.899, -6.486, -2.341], [6.204, -7.948, -5.389], [4.777, -8.771, -5.266], [-0.245, -7.196, 3.768], [-0.668, -7.900, 4.939], [-0.063, -9.235, 5.113], [-0.518, -10.334, 4.106], [-2.062, -10.444, 3.837], [-0.116, -11.653, 4.427], [-0.364, -7.830, 2.889], [0.767, -6.889, 4.031], [-0.882, -6.312, 3.792], [1.019, -9.187, 5.228], [-0.383, -9.640, 6.073], [-0.119, -9.953, 3.166], [-2.513, -9.500, 3.533], [-2.570, -10.793, 4.736], [-2.165, -11.250, 3.110], [0.833, -11.776, 4.749], [-0.313, -12.266, 3.649], [-5.350, -2.966, 0.938], [-5.225, -2.057, 2.007], [-6.492, -1.449, 2.414], [-6.216, -0.761, 3.761], [-5.558, -1.737, 4.845], [-7.515, -0.179, 4.280], [-4.475, -3.537, 0.625], [-5.826, -2.381, 0.151], [-6.103, -3.732, 1.126], [-6.894, -0.742, 1.688], [-7.212, -2.255, 2.558], [-5.550, 0.100, 3.687], [-5.990, -1.346, 5.767], [-4.471, -1.744, 4.763], [-5.965, -2.734, 4.676], [-8.195, -0.891, 4.507], [-7.869, 0.282, 3.454], [2.354, 10.783, 2.235], [3.655, 10.350, 1.791], [3.577, 8.917, 1.337], [5.004, 8.327, 1.492], [5.247, 6.816, 1.285], [5.388, 8.516, 2.862], [2.321, 11.855, 2.429], [2.091, 10.205, 3.121], [1.584, 10.517, 1.510], [2.933, 8.337, 1.997], [3.232, 8.855, 0.305], [5.690, 8.876, 0.846], [4.551, 6.320, 1.962], [6.279, 6.477, 1.375], [4.988, 6.521, 0.268], [5.175, 9.487, 3.045], [6.395, 8.451, 2.871], [-4.125, 3.606, -8.472], [-5.420, 3.857, -9.117], [-5.315, 4.916, -10.118], [-6.773, 5.245, -10.626], [-7.616, 4.041, -11.094], [-6.785, 6.155, -11.760], [-3.680, 4.537, -8.121], [-3.446, 3.212, -9.228], [-4.381, 2.843, -7.736], [-4.953, 5.840, -9.668], [-4.792, 4.618, -11.027], [-7.240, 5.814, -9.822], [-7.667, 3.325, -10.275], [-7.118, 3.505, -11.902], [-8.571, 4.325, -11.535], [-7.744, 6.283, -12.051], [-6.427, 5.707, -12.591], [1.194, -1.759, -0.732], [1.690, -0.813, -1.870], [2.474, 0.241, -1.337], [1.893, -1.920, 0.089], [0.938, -2.728, -1.162], [0.330, -1.360, -0.202], [0.862, -0.475, -2.494], [2.396, -1.289, -2.550], [3.170, -0.009, -0.724], [0.726, 2.996, 5.077], [0.308, 4.351, 5.725], [-0.357, 4.099, 6.985], [-0.012, 2.197, 5.153], [1.573, 2.637, 5.663], [0.936, 3.137, 4.017], [-0.305, 4.894, 5.005], [1.184, 4.989, 5.842], [-1.127, 4.671, 7.023], [6.733, -5.494, 5.438], [7.129, -5.326, 4.000], [8.123, -4.340, 4.009], [6.280, -4.568, 5.795], [7.605, -5.732, 6.047], [5.987, -6.288, 5.437], [6.255, -5.007, 3.434], [7.487, -6.306, 3.682], [8.911, -4.782, 4.334], [2.674, 4.420, -4.717], [2.733, 3.883, -3.927], [3.354, 4.075, -5.295], [6.925, 0.109, 1.188], [7.713, 0.646, 1.282], [7.176, -0.747, 1.534], [6.440, 1.742, -4.929], [6.821, 0.904, -5.193], [6.245, 1.635, -3.999]], "forces_ev_per_angstrom": [[0.4, 0.8, -0.3], [-0.2, 0.1, 1.1], [0.7, 0.2, -0.2], [-1.6, -1.2, -0.3], [-1.5, 0.0, -0.9], [0.9, 0.2, -0.3], [-0.7, 0.3, -0.1], [-0.1, 0.3, 0.3], [0.4, -0.1, 0.3], [0.0, -1.1, 0.1], [0.1, 0.1, -0.8], [-0.2, -0.2, -0.2], [0.3, -0.2, 0.0], [0.3, 0.2, 0.6], [0.5, -0.3, -0.7], [0.5, 0.6, 0.6], [0.0, 0.2, 0.7], [1.3, 1.5, 0.6], [0.3, -0.5, -0.4], [-0.2, -1.2, -0.1], [0.1, 0.6, 2.2], [1.0, -0.2, -0.8], [-0.2, 0.8, -0.3], [0.3, -0.3, -0.4], [-0.4, 0.0, 0.2], [-0.7, -0.3, -0.2], [-0.3, -0.1, -0.5], [0.5, 0.6, -0.4], [-0.1, -0.5, 0.3], [-0.6, 0.5, -1.1], [-0.9, -0.6, 1.0], [0.0, -0.2, 0.0], [-0.1, 0.0, -0.3], [0.1, -0.2, 0.0], [-0.1, -0.3, 1.8], [0.2, -2.4, 0.3], [-1.5, -0.2, 0.5], [-1.3, 2.3, -1.1], [1.0, 0.3, 0.9], [0.6, -0.9, 0.8], [0.2, 0.5, -0.2], [0.4, 0.1, -1.0], [0.0, 0.0, -0.6], [0.3, 0.2, -0.6], [-0.4, 0.6, 0.4], [0.3, -0.3, -0.6], [0.1, -0.2, -0.3], [0.0, 0.1, 0.1], [-0.3, 0.3, -0.3], [0.1, 0.1, -0.2], [0.2, -0.2, 0.1], [-1.8, 0.4, -0.3], [-0.2, 0.2, 0.5], [2.1, -0.8, 0.7], [-0.5, -0.8, 1.3], [-1.7, 1.1, -1.5], [1.4, -0.2, -0.6], [0.4, 0.8, 0.3], [0.5, -0.2, -0.9], [-0.2, -0.3, 0.5], [0.2, 0.0, -0.4], [-0.3, -0.1, 0.1], [0.0, -0.1, -0.5], [0.7, -0.2, 0.4], [-0.2, 0.0, 0.3], [0.2, -0.2, 0.1], [0.0, -0.4, 0.0], [-0.6, 0.5, 0.1], [0.4, -1.0, -0.2], [-0.9, -1.6, -0.6], [1.3, 0.7, 0.5], [0.5, -0.5, -0.3], [-1.6, 0.4, -1.4], [0.2, 0.9, 0.8], [0.4, -0.2, 0.0], [0.0, 0.2, 0.4], [0.0, 0.2, -0.4], [-0.3, 0.2, 0.1], [-0.1, 0.2, 0.0], [-0.1, 0.2, -0.5], [0.4, -0.4, 0.1], [0.0, 0.4, 0.6], [-0.2, -0.1, -0.2], [0.1, 0.3, 0.5], [0.2, -0.1, 0.4], [-1.6, 0.0, -1.4], [1.3, 1.2, -0.7], [-2.5, -0.6, 0.0], [-0.4, -0.5, -0.4], [1.0, -0.7, 1.1], [0.8, 1.1, -0.5], [-0.2, -0.1, 0.5], [0.1, -0.3, 0.0], [0.5, 0.3, 0.2], [0.5, -0.1, -0.1], [0.7, -0.2, 0.2], [-0.3, -0.4, 0.2], [-0.7, -0.1, -0.1], [0.4, 0.1, -0.1], [-0.2, 0.1, 0.6], [-0.3, 0.4, 0.4], [0.6, -0.3, -0.1], [-0.2, 0.3, -0.6], [1.4, -1.3, 1.4], [-0.8, 1.9, -0.2], [0.6, 0.0, -0.4], [-0.1, -0.1, 0.1], [-0.2, 0.1, -0.4], [0.1, 0.6, 0.4], [-0.4, -0.9, -0.2], [-0.3, -0.7, -0.1], [-0.1, 0.7, 0.9], [-0.3, -1.2, -0.5], [0.4, 0.4, -0.8], [-0.4, 0.4, 0.1], [0.3, -0.1, -0.5], [0.4, 0.0, 0.1], [-0.5, 0.0, 0.2], [0.2, -0.1, 0.4], [0.0, 0.0, 0.1], [-1.0, -0.2, -0.1], [-0.3, -0.2, 1.3], [0.8, 0.5, -1.2], [0.0, -0.1, 0.2], [-0.1, -0.2, 0.1], [0.0, -0.2, 0.7], [0.3, 0.1, -0.3], [0.1, 0.1, -0.7], [0.2, 0.3, 0.0], [-0.2, 0.2, 0.0], [0.0, -0.1, 0.2], [0.2, -0.1, -0.2], [-0.2, 0.1, -0.1], [0.2, 0.2, 0.0], [0.0, -0.3, 0.1], [-0.1, 0.2, -0.1], [0.1, -0.2, -0.1], [-0.1, 0.0, 0.3]]}